No. 1
{"formula": "C33H81ClN4O7", "method": "the ωB97M-V functional and the def2-TZVPD basis", "elements": ["Cl", "C", "C", "N", "C", "C", "C", "C", "C", "O", "C", "H", "H", "H", "H", "H", "H", "H", "H", "H", "H", "H", "H", "H", "H", "H", "H", "H", "H", "H", "H", "C", "C", "N", "C", "C", "C", "C", "C", "O", "C", "H", "H", "H", "H", "H", "H", "H", "H", "H", "H", "H", "H", "H", "H", "H", "H", "H", "H", "H", "H", "C", "C", "N", "C", "C", "C", "C", "C", "O", "C", "H", "H", "H", "H", "H", "H", "H", "H", "H", "H", "H", "H", "H", "H", "H", "H", "H", "H", "H", "H", "C", "C", "N", "C", "C", "C", "C", "C", "O", "C", "H", "H", "H", "H", "H", "H", "H", "H", "H", "H", "H", "H", "H", "H", "H", "H", "H", "H", "H", "H", "O", "C", "O", "O", "H"], "positions_angstrom": [[-15.5135, -11.7257, -6.9218], [-12.1976, -16.6001, 1.2184], [-13.5806, -17.0028, 0.6374], [-13.9599, -16.1912, -0.6627], [-14.3590, -14.7394, -0.3824], [-12.7674, -16.1301, -1.6548], [-12.0738, -17.4520, -2.0349], [-15.1721, -16.8776, -1.4493], [-16.5878, -16.5465, -0.8934], [-16.5655, -16.4819, 0.4670], [-17.8262, -16.4793, 0.9963], [-11.3973, -16.7631, 0.4965], [-12.0809, -17.0978, 2.1811], [-12.2351, -15.5577, 1.5345], [-14.3472, -16.7148, 1.3567], [-13.6510, -18.0799, 0.4859], [-14.4611, -14.3115, -1.3797], [-13.5771, -14.3223, 0.2522], [-15.3068, -14.6726, 0.1517], [-11.9340, -15.5573, -1.2479], [-13.1023, -15.5845, -2.5370], [-11.8358, -18.0638, -1.1648], [-11.1950, -17.4222, -2.6789], [-12.7903, -18.0395, -2.6090], [-14.9287, -17.9372, -1.3715], [-15.0754, -16.5527, -2.4852], [-17.3128, -17.2553, -1.2935], [-16.9173, -15.5597, -1.2186], [-18.3740, -17.3329, 0.5970], [-18.2579, -15.5175, 0.7194], [-17.6860, -16.5036, 2.0770], [-15.3923, -4.5035, -2.2876], [-13.9358, -4.1450, -1.8515], [-12.9213, -5.2739, -2.1387], [-11.5312, -4.7700, -1.6456], [-13.2498, -6.5545, -1.3591], [-13.4955, -6.5415, 0.1897], [-12.8757, -5.6671, -3.6225], [-12.7349, -4.5032, -4.6682], [-11.4487, -3.9293, -4.4759], [-11.0726, -2.8054, -5.2958], [-15.7710, -5.2409, -1.5798], [-15.5841, -5.0175, -3.2295], [-16.0882, -3.6649, -2.3121], [-13.6827, -3.9326, -0.8127], [-13.5339, -3.2714, -2.3647], [-11.5356, -3.7035, -1.8706], [-10.7568, -5.2959, -2.2039], [-11.3140, -4.9418, -0.5913], [-12.3932, -7.1953, -1.5684], [-14.0957, -6.9720, -1.9052], [-12.5981, -6.2828, 0.7518], [-13.8570, -7.5176, 0.5132], [-14.3170, -5.8751, 0.4525], [-13.7292, -6.2925, -3.8844], [-12.0476, -6.3700, -3.7133], [-13.4255, -3.6845, -4.4661], [-12.9353, -4.9766, -5.6293], [-11.9532, -2.2425, -5.6052], [-10.4456, -3.1514, -6.1175], [-10.3781, -2.2300, -4.6836], [-19.3189, -16.6232, -10.8173], [-18.3345, -16.5685, -11.9477], [-17.4511, -17.8183, -12.0934], [-16.4209, -17.4420, -13.2339], [-16.5815, -17.9575, -10.7319], [-15.4339, -19.0408, -10.8051], [-18.2795, -19.0837, -12.3480], [-19.2453, -19.0461, -13.5347], [-20.2565, -18.0731, -13.3426], [-21.0080, -17.7275, -14.5096], [-19.9785, -17.4906, -10.7910], [-20.0374, -15.8095, -10.9156], [-18.9128, -16.5356, -9.8096], [-17.7092, -15.7137, -11.6902], [-18.7773, -16.3207, -12.9124], [-16.9034, -17.3487, -14.2069], [-15.8685, -18.3812, -13.2644], [-15.7714, -16.5886, -13.0392], [-17.2759, -18.3575, -9.9931], [-16.2127, -17.0242, -10.3064], [-14.5039, -18.7568, -11.2976], [-15.8179, -19.9422, -11.2827], [-15.1988, -19.3044, -9.7739], [-18.7963, -19.0548, -11.3888], [-17.5544, -19.8945, -12.4181], [-19.7065, -20.0338, -13.5318], [-18.7988, -18.8648, -14.5123], [-20.4356, -17.7577, -15.4368], [-21.3302, -16.7002, -14.3397], [-21.8833, -18.3770, -14.5175], [-22.5398, -5.6535, -9.2984], [-22.0919, -6.2743, -10.7089], [-21.0102, -7.4097, -10.5707], [-20.6240, -7.9262, -11.9374], [-19.7028, -6.8327, -9.8756], [-19.2203, -5.4865, -10.4303], [-21.5383, -8.6780, -9.7963], [-22.9718, -9.1162, -10.1926], [-23.0066, -9.6848, -11.4900], [-24.3033, -10.1741, -11.7568], [-21.7948, -5.4673, -8.5248], [-23.4226, -6.0873, -8.8289], [-22.8595, -4.6274, -9.4802], [-21.6484, -5.5014, -11.3365], [-22.9128, -6.5694, -11.3625], [-19.8445, -8.6798, -11.8261], [-20.2233, -7.0927, -12.5143], [-21.4600, -8.3205, -12.5152], [-18.8705, -7.5366, -9.8769], [-19.9178, -6.7617, -8.8093], [-18.2912, -5.1960, -9.9399], [-19.7911, -4.6685, -9.9909], [-19.0605, -5.3152, -11.4948], [-21.5052, -8.3708, -8.7511], [-20.6981, -9.3696, -9.8591], [-23.6682, -8.2792, -10.1432], [-23.3027, -9.8987, -9.5098], [-25.2458, -9.7133, -11.4609], [-24.3907, -11.1056, -11.1976], [-24.2958, -10.4099, -12.8210], [-19.5790, -10.3848, -1.9761], [-20.6491, -9.6204, -1.7986], [-21.1826, -9.1374, -2.8523], [-20.9697, -9.2570, -0.6591], [-19.6525, -10.3944, -2.9332]], "fmax_ev_per_a": 5.2, "gap_ev": 4.497, "multiplicity": 1, "charge": 2, "e_tot_ha": -2510.968892, "lumo_energy_ev": -3.0, "homo_energy_ha": -0.275}


No. 2
{"formula": "C33H83CrN3O11", "method": "the ωB97M-V functional and the def2-TZVPD basis", "elements": ["Cr", "C", "C", "C", "O", "H", "H", "H", "H", "H", "H", "H", "C", "C", "C", "O", "H", "H", "H", "H", "H", "H", "H", "C", "O", "C", "C", "N", "C", "C", "O", "C", "H", "H", "H", "H", "H", "H", "H", "H", "H", "H", "H", "H", "H", "H", "H", "C", "O", "C", "C", "N", "C", "C", "O", "C", "H", "H", "H", "H", "H", "H", "H", "H", "H", "H", "H", "H", "H", "H", "H", "C", "O", "C", "C", "N", "C", "C", "O", "C", "H", "H", "H", "H", "H", "H", "H", "H", "H", "H", "H", "H", "H", "H", "H", "C", "C", "C", "O", "H", "H", "H", "H", "H", "H", "H", "H", "C", "C", "C", "O", "H", "H", "H", "H", "H", "H", "H", "H", "C", "C", "C", "O", "H", "H", "H", "H", "H", "H", "H", "H"], "positions_angstrom": [[-0.1977, -0.1027, -0.4505], [-3.0259, -1.8867, 2.2364], [-2.1086, -0.6757, 2.2819], [-1.6191, -0.3509, 3.6990], [-1.0414, -0.8335, 1.3972], [-3.5604, -2.0641, 1.3031], [-3.8382, -1.7583, 2.9518], [-2.5040, -2.7992, 2.5244], [-2.7189, 0.1578, 1.9341], [-0.9970, 0.5441, 3.6926], [-1.0013, -1.1727, 4.0611], [-2.4088, -0.1732, 4.4290], [0.4902, -0.4398, -4.5675], [1.4396, 0.2723, -3.6099], [1.5514, 1.7137, -4.1504], [0.8434, 0.2177, -2.3821], [0.4736, -1.5063, -4.3427], [0.8231, -0.3704, -5.6031], [-0.5215, -0.0399, -4.6361], [2.4039, -0.2340, -3.6532], [0.6285, 2.1852, -4.4883], [2.1808, 1.7483, -5.0396], [2.0965, 2.3304, -3.4358], [-3.2411, -0.5651, -1.8015], [-2.1803, 0.2664, -1.2903], [-2.6625, 1.6169, -0.9569], [-1.4368, 2.5856, -0.9153], [-0.5042, 2.0712, 0.0841], [0.8784, 2.5697, 0.0719], [1.7277, 1.7661, 1.0210], [1.6736, 0.3755, 0.7068], [2.2031, -0.4060, 1.7512], [-3.7499, -0.0445, -2.6128], [-3.9402, -0.7969, -0.9980], [-2.8843, -1.5462, -2.1150], [-3.1086, 1.5516, 0.0354], [-3.3587, 1.9961, -1.7050], [-1.8667, 3.5612, -0.6883], [-0.9863, 2.6441, -1.9061], [-0.9940, 2.3818, 0.9110], [0.8750, 3.6249, 0.3455], [1.3950, 2.4451, -0.8798], [1.3590, 1.8687, 2.0416], [2.7455, 2.1562, 1.0269], [3.1173, 0.1022, 2.0579], [2.5579, -1.4163, 1.5475], [1.4528, -0.4633, 2.5399], [-3.3864, 3.2714, -4.0267], [-3.1418, 4.2573, -3.0347], [-3.4749, 5.5886, -3.3720], [-3.5863, 6.5457, -2.1442], [-4.7968, 6.1138, -1.3765], [-4.8505, 6.8419, -0.1275], [-6.2942, 6.8265, 0.3937], [-6.6131, 5.5719, 1.0440], [-7.9430, 5.4755, 1.5221], [-4.3994, 2.8859, -4.1427], [-2.7087, 2.4410, -3.8282], [-3.0546, 3.5797, -5.0182], [-4.4378, 5.6302, -3.8811], [-2.7240, 5.9247, -4.0870], [-3.6746, 7.4953, -2.6719], [-2.6994, 6.5378, -1.5105], [-4.8338, 5.1382, -1.1178], [-4.6579, 7.9007, -0.3006], [-4.1122, 6.4708, 0.5834], [-7.0094, 7.0272, -0.4040], [-6.4468, 7.6898, 1.0414], [-8.0228, 4.9204, 2.4568], [-8.5787, 4.9999, 0.7752], [-8.3637, 6.4635, 1.7089], [11.1108, -6.5769, -0.1609], [10.0326, -6.1187, 0.6284], [8.9980, -5.5998, -0.2009], [7.6972, -5.2201, 0.6532], [6.6778, -4.7417, -0.3126], [5.4025, -4.4820, 0.3766], [4.3051, -3.8547, -0.5320], [4.4649, -2.4601, -0.4990], [3.6537, -1.7069, -1.3457], [10.9361, -7.5873, -0.5307], [11.9506, -6.7510, 0.5118], [11.4061, -5.8522, -0.9196], [8.8342, -6.3725, -0.9520], [9.3208, -4.7354, -0.7812], [7.8090, -4.4994, 1.4633], [7.3280, -6.1875, 0.9936], [6.9272, -3.8435, -0.7014], [5.6381, -3.7928, 1.1876], [4.9627, -5.3854, 0.7990], [3.3466, -4.2183, -0.1618], [4.4877, -4.1868, -1.5540], [3.5538, -2.1980, -2.3137], [4.0777, -0.7192, -1.5267], [2.6784, -1.6109, -0.8686], [0.8254, -3.8740, -2.4618], [-0.5087, -3.1883, -2.0829], [-1.5630, -4.0837, -1.5308], [-0.0980, -2.2871, -1.0016], [0.6063, -4.6191, -3.2266], [1.2584, -4.2884, -1.5513], [1.4994, -3.1133, -2.8558], [-0.8092, -2.5603, -2.9215], [-2.5690, -3.6646, -1.5476], [-1.2703, -4.2807, -0.4995], [-1.6418, -4.9712, -2.1587], [0.0508, -2.8986, -0.2767], [-3.3017, 3.6858, 2.5975], [-1.9812, 4.0589, 3.2873], [-2.0578, 3.6205, 4.7550], [-0.9848, 3.2871, 2.7512], [-3.2730, 3.8934, 1.5278], [-4.1192, 4.3216, 2.9373], [-3.5481, 2.6350, 2.7503], [-1.7890, 5.1316, 3.3106], [-1.1450, 3.8569, 5.3018], [-2.2802, 2.5554, 4.8184], [-2.8671, 4.1488, 5.2591], [-0.4432, 2.9948, 3.4880], [2.2049, -4.1107, 2.9933], [0.7830, -4.4214, 2.4504], [-0.2956, -4.4726, 3.5431], [0.4260, -3.5048, 1.4306], [2.9704, -4.3362, 2.2508], [2.4869, -4.8071, 3.7831], [2.3049, -3.1321, 3.4626], [0.7510, -5.3954, 1.9621], [-0.3544, -3.5892, 4.1789], [-0.2057, -5.2816, 4.2679], [-1.2655, -4.5614, 3.0536], [-0.0445, -2.7519, 1.7957]], "fmax_ev_per_a": 3.2, "gap_ev": [6.936, 7.586], "multiplicity": 5, "e_tot_ha": -3343.315857, "lumo_energy_ev": [0.6, 0.6], "homo_energy_ha": [-0.234, -0.258], "s2": 6.007}